1.
{"formula": "C18H32BCl4N4O22", "method": "ωB97M-V/def2-TZVPD", "species": ["O", "C", "O", "B", "O", "C", "O", "O", "C", "O", "C", "O", "O", "Cl", "C", "C", "Cl", "H", "H", "H", "H", "Cl", "C", "C", "Cl", "H", "H", "H", "H", "C", "N", "O", "O", "H", "H", "H", "C", "N", "O", "O", "H", "H", "H", "C", "N", "O", "O", "H", "H", "H", "C", "N", "O", "O", "H", "H", "H", "C", "O", "C", "O", "O", "C", "H", "H", "H", "H", "H", "H", "C", "O", "C", "O", "O", "C", "H", "H", "H", "H", "H", "H"], "coordinates": [[17.26, 8.12, -3.59], [18.26, 8.37, -2.98], [19.28, 9.09, -3.42], [20.32, 9.16, -2.38], [19.84, 8.27, -1.30], [18.60, 7.89, -1.55], [17.86, 7.31, -0.82], [20.59, 10.51, -1.88], [21.81, 10.88, -2.21], [22.35, 11.91, -1.93], [22.46, 9.70, -2.97], [21.62, 8.69, -2.92], [23.52, 9.73, -3.52], [14.59, 5.84, -4.01], [15.29, 5.91, -2.38], [16.32, 4.85, -2.12], [15.66, 3.21, -2.27], [14.47, 5.82, -1.66], [15.69, 6.91, -2.26], [16.69, 4.99, -1.11], [17.16, 4.96, -2.81], [19.96, 9.80, 2.51], [21.12, 8.62, 1.86], [21.24, 7.40, 2.74], [21.92, 7.82, 4.35], [22.10, 9.11, 1.84], [20.82, 8.38, 0.85], [21.97, 6.71, 2.34], [20.30, 6.89, 2.91], [15.63, 8.30, -6.53], [15.59, 8.90, -7.87], [14.72, 9.70, -8.10], [16.43, 8.52, -8.67], [16.61, 7.96, -6.22], [14.96, 7.43, -6.52], [15.20, 8.99, -5.81], [22.27, 13.34, -5.03], [21.26, 14.41, -5.03], [20.12, 14.11, -5.33], [21.60, 15.53, -4.67], [23.20, 13.75, -4.64], [22.34, 12.92, -6.02], [21.93, 12.62, -4.29], [22.66, 7.13, -5.58], [23.87, 6.42, -5.11], [23.72, 5.25, -4.82], [24.92, 7.02, -5.05], [21.87, 6.91, -4.88], [22.46, 6.75, -6.58], [22.86, 8.19, -5.63], [20.56, 14.87, -1.68], [19.78, 13.99, -0.77], [20.35, 13.55, 0.21], [18.62, 13.79, -1.06], [20.44, 15.91, -1.38], [20.11, 14.77, -2.67], [21.60, 14.61, -1.57], [15.55, 15.87, -4.81], [15.94, 14.55, -4.40], [16.05, 13.66, -5.40], [15.74, 13.86, -6.54], [16.52, 12.49, -4.98], [17.14, 12.37, -3.71], [14.47, 15.92, -4.94], [16.03, 16.11, -5.76], [15.91, 16.53, -4.03], [17.73, 13.25, -3.46], [17.86, 11.56, -3.77], [16.43, 12.21, -2.90], [26.22, 16.35, -1.70], [25.96, 15.00, -2.05], [25.57, 14.77, -3.31], [25.36, 15.61, -4.14], [25.40, 13.47, -3.55], [25.42, 12.53, -2.47], [25.43, 16.72, -1.05], [26.27, 16.96, -2.60], [27.17, 16.40, -1.17], [25.04, 11.60, -2.89], [24.76, 12.84, -1.66], [26.43, 12.43, -2.07]], "lumo_ev": 2.030, "charge": -1}

---

2.
{"formula": "C18H32CaNO3S", "method": "ωB97M-V/def2-TZVPD", "species": ["Ca", "C", "C", "C", "C", "C", "C", "C", "C", "C", "C", "H", "H", "H", "H", "H", "H", "H", "H", "H", "H", "H", "H", "H", "H", "N", "C", "C", "O", "O", "H", "H", "H", "H", "C", "C", "C", "S", "O", "C", "C", "C", "H", "H", "H", "H", "H", "H", "H", "H", "H", "H", "H", "H", "H", "H"], "coordinates": [[-0.96, -0.67, 0.66], [1.37, 1.69, 2.98], [0.05, 1.04, 3.36], [0.24, -0.49, 3.55], [-1.07, 1.33, 2.36], [-0.86, 1.95, 1.13], [-1.92, 2.19, 0.25], [-3.23, 1.83, 0.58], [-4.37, 2.16, -0.33], [-3.44, 1.21, 1.81], [-2.38, 0.96, 2.68], [2.11, 1.50, 3.76], [1.29, 2.77, 2.86], [1.78, 1.27, 2.05], [-0.28, 1.45, 4.31], [0.63, -0.96, 2.64], [-0.68, -0.99, 3.84], [0.99, -0.66, 4.32], [0.13, 2.28, 0.85], [-1.72, 2.70, -0.69], [-5.21, 1.48, -0.19], [-4.07, 2.12, -1.38], [-4.74, 3.17, -0.14], [-4.44, 0.95, 2.11], [-2.58, 0.52, 3.65], [-3.10, -1.41, -0.48], [-2.90, -2.86, -0.12], [-1.38, -2.98, -0.05], [-0.75, -3.01, -1.11], [-0.86, -2.70, 1.11], [-4.05, -1.14, -0.30], [-2.96, -1.33, -1.48], [-3.31, -3.54, -0.87], [-3.34, -3.06, 0.85], [5.12, 0.89, -0.67], [3.73, 0.41, -1.06], [3.49, -1.01, -0.55], [1.85, -1.66, -0.76], [0.96, -0.50, -0.19], [1.69, -1.59, -2.56], [0.77, -0.49, -3.07], [0.68, -0.57, -4.59], [5.30, 1.90, -1.03], [5.90, 0.25, -1.08], [5.24, 0.91, 0.42], [3.61, 0.44, -2.14], [2.97, 1.07, -0.64], [3.67, -1.08, 0.52], [4.15, -1.74, -1.04], [1.29, -2.57, -2.83], [2.69, -1.49, -2.96], [1.13, 0.49, -2.76], [-0.22, -0.62, -2.64], [1.67, -0.46, -5.05], [0.04, 0.21, -4.99], [0.27, -1.53, -4.92]], "lumo_ev": -2.501, "charge": 1}

---

3.
{"formula": "C18H32Cl3O2P2PtSi2", "method": "ωB97M-V/def2-TZVPD", "species": ["Pt", "C", "P", "C", "C", "C", "P", "C", "C", "H", "H", "H", "H", "H", "H", "H", "H", "H", "H", "H", "H", "H", "H", "H", "H", "C", "Si", "C", "C", "C", "C", "C", "C", "C", "Si", "C", "C", "H", "H", "H", "H", "H", "H", "H", "H", "H", "H", "H", "H", "H", "H", "H", "H", "Cl", "C", "Cl", "Cl", "C", "O", "O"], "coordinates": [[0.55, -0.31, -0.15], [3.65, 0.31, 1.16], [2.69, 0.00, -0.37], [3.62, 1.06, -1.54], [3.33, -1.68, -0.84], [2.59, -2.76, -0.04], [0.74, -2.57, -0.20], [0.52, -3.27, -1.88], [0.23, -4.04, 0.79], [4.72, 0.13, 1.01], [3.28, -0.32, 1.96], [3.50, 1.35, 1.46], [4.70, 0.91, -1.47], [3.38, 2.10, -1.33], [3.30, 0.85, -2.56], [4.41, -1.74, -0.68], [3.14, -1.82, -1.91], [2.84, -2.68, 1.02], [2.87, -3.76, -0.37], [1.16, -4.15, -2.03], [0.74, -2.52, -2.64], [-0.52, -3.59, -2.02], [0.61, -4.97, 0.35], [-0.86, -4.08, 0.83], [0.60, -3.95, 1.81], [-0.02, 3.11, -1.39], [-0.95, 2.47, 0.09], [0.04, 2.56, 1.67], [-2.67, 3.26, 0.26], [-3.22, 4.70, 0.04], [-4.62, 4.55, 0.17], [-6.05, 3.07, 2.13], [-5.29, 1.62, -0.23], [-4.15, 1.35, -0.85], [-2.84, 0.00, -0.67], [-2.47, -0.94, -2.23], [-3.33, -1.08, 0.76], [-0.60, 3.88, -1.90], [0.18, 2.30, -2.09], [0.94, 3.53, -1.08], [-0.50, 3.14, 2.42], [0.99, 3.06, 1.45], [0.26, 1.57, 2.08], [-2.89, 5.17, -0.88], [-5.49, 5.04, -0.21], [-6.80, 2.98, 2.87], [-6.26, 1.15, -0.10], [-3.39, -1.12, -2.79], [-2.01, -1.90, -2.00], [-1.79, -0.37, -2.86], [-4.28, -1.57, 0.56], [-3.42, -0.46, 1.65], [-2.57, -1.85, 0.93], [-5.03, 3.05, 1.11], [-3.32, 2.73, 1.48], [-2.22, 5.86, 1.32], [-3.04, 2.38, 3.11], [-3.28, 2.58, -1.00], [-2.98, 2.93, -2.13], [-1.48, 0.87, -0.23]], "lumo_ev": 2.083, "charge": -1}

---

4.
{"formula": "C18H32F18N2O8P3Zr", "method": "ωB97M-V/def2-TZVPD", "species": ["Zr", "P", "F", "F", "F", "F", "F", "F", "P", "F", "F", "F", "F", "F", "F", "P", "F", "F", "F", "F", "F", "F", "C", "C", "C", "O", "C", "C", "C", "O", "O", "O", "H", "H", "C", "O", "C", "C", "N", "C", "C", "O", "C", "H", "H", "H", "H", "H", "H", "H", "H", "H", "H", "H", "H", "H", "H", "H", "C", "O", "C", "C", "N", "C", "C", "O", "C", "H", "H", "H", "H", "H", "H", "H", "H", "H", "H", "H", "H", "H", "H", "H"], "coordinates": [[11.63, -29.84, -1.60], [10.70, -24.90, 0.34], [11.40, -25.65, 1.66], [10.35, -26.44, -0.06], [9.19, -24.84, 1.07], [10.16, -24.13, -0.95], [10.90, -23.53, 1.19], [12.15, -24.69, -0.32], [14.41, -32.46, -2.50], [13.52, -32.79, -3.87], [15.58, -33.53, -2.98], [15.07, -31.23, -3.19], [15.28, -32.12, -1.27], [13.27, -31.42, -1.99], [13.73, -33.53, -1.52], [7.27, -31.10, -5.59], [6.10, -30.12, -4.92], [7.36, -30.24, -6.93], [8.44, -30.15, -4.97], [8.46, -32.16, -6.00], [7.15, -32.08, -4.24], [6.06, -32.00, -6.27], [9.77, -28.67, 2.20], [10.44, -28.19, 3.26], [11.91, -27.90, 3.35], [12.37, -27.45, 4.44], [12.78, -28.21, 2.34], [12.18, -28.89, 1.10], [10.56, -29.07, 1.01], [10.26, -29.49, -0.06], [12.78, -29.38, 0.12], [9.72, -28.18, 4.37], [8.72, -28.93, 2.27], [13.85, -28.18, 2.41], [6.53, -30.04, -1.60], [7.78, -29.62, -2.26], [8.21, -28.28, -2.00], [9.31, -27.77, -2.86], [10.63, -27.84, -2.21], [11.58, -26.98, -2.94], [12.93, -27.11, -2.31], [13.24, -28.50, -2.11], [14.62, -28.53, -1.79], [6.62, -29.98, -0.52], [6.32, -31.04, -1.98], [5.56, -29.56, -1.71], [8.37, -28.01, -0.95], [7.35, -27.64, -2.21], [9.11, -26.78, -3.26], [9.35, -28.25, -3.84], [10.41, -27.06, -1.61], [11.18, -25.96, -2.94], [11.59, -27.11, -4.02], [12.80, -26.57, -1.37], [13.60, -26.55, -2.95], [15.01, -29.52, -1.52], [14.88, -27.89, -0.95], [15.10, -27.99, -2.61], [13.25, -29.52, -4.79], [12.24, -30.07, -3.74], [11.43, -30.80, -4.63], [10.77, -31.79, -3.66], [10.08, -31.04, -2.60], [9.46, -32.03, -1.58], [10.58, -32.69, -0.77], [11.57, -31.73, -0.31], [12.33, -32.23, 0.84], [12.70, -28.78, -5.38], [13.76, -30.28, -5.39], [14.02, -28.95, -4.27], [11.92, -31.48, -5.34], [10.77, -30.14, -5.19], [11.40, -32.66, -3.44], [9.98, -32.18, -4.30], [9.23, -30.61, -2.95], [8.77, -32.67, -2.14], [8.85, -31.59, -0.79], [11.17, -33.44, -1.30], [10.05, -33.19, 0.04], [11.73, -32.49, 1.71], [12.99, -31.46, 1.24], [12.93, -33.11, 0.65]], "lumo_ev": 0.596, "charge": -1}